(1)
{
  "formula": "C14H24F18MgN3O16S6",
  "method": "ωB97M-V/def2-TZVPD",
  "largest_force_ha_per_bohr": 0.106,
  "total_charge": -1,
  "multiplicity": 1,
  "total_energy_ha": -6302.29911,
  "elements": ["Mg", "C", "F", "F", "F", "S", "O", "O", "N", "S", "O", "O", "C", "F", "F", "F", "C", "F", "F", "F", "S", "O", "O", "N", "S", "O", "O", "C", "F", "F", "F", "C", "F", "F", "F", "S", "O", "O", "N", "S", "O", "O", "C", "F", "F", "F", "C", "C", "O", "H", "H", "H", "H", "H", "H", "C", "C", "O", "H", "H", "H", "H", "H", "H", "C", "C", "O", "H", "H", "H", "H", "H", "H", "C", "C", "O", "H", "H", "H", "H", "H", "H"],
  "positions_angstrom": [[-1.267, -1.407, -3.078], [-3.133, -3.283, 1.832], [-2.654, -2.748, 2.929], [-2.085, -3.773, 1.212], [-3.996, -4.189, 2.088], [-4.010, -1.903, 0.694], [-4.633, -2.663, -0.391], [-5.009, -1.233, 1.481], [-2.698, -0.894, -0.021], [-2.561, 0.310, 1.027], [-3.081, 0.159, 2.350], [-1.179, 0.813, 1.043], [-3.504, 1.748, 0.143], [-3.828, 2.784, 0.929], [-2.673, 2.144, -0.850], [-4.603, 1.259, -0.424], [6.994, 2.021, 2.482], [7.293, 2.435, 1.284], [7.787, 1.012, 2.965], [7.094, 3.056, 3.330], [5.142, 1.378, 2.490], [4.309, 2.223, 3.251], [4.642, 1.072, 1.145], [5.114, -0.026, 3.535], [5.788, -1.154, 2.605], [6.444, -0.710, 1.430], [6.561, -2.031, 3.465], [4.176, -2.069, 2.096], [4.374, -2.948, 1.126], [3.616, -2.669, 3.197], [3.238, -1.186, 1.628], [-2.116, 6.779, -6.480], [-2.573, 6.638, -5.223], [-1.814, 8.085, -6.771], [-1.061, 5.994, -6.666], [-3.385, 6.202, -7.808], [-3.825, 7.364, -8.587], [-2.714, 5.209, -8.654], [-4.804, 5.444, -7.003], [-5.521, 6.668, -6.317], [-6.199, 6.178, -5.129], [-4.814, 7.922, -5.983], [-7.015, 7.162, -7.580], [-6.523, 7.744, -8.718], [-7.756, 6.075, -7.886], [-7.844, 7.990, -6.991], [4.072, -0.969, -3.758], [2.978, -0.100, -4.282], [1.940, 0.007, -3.276], [4.544, -0.471, -2.911], [4.964, -1.111, -4.368], [3.704, -1.908, -3.344], [2.672, -0.486, -5.254], [3.267, 0.945, -4.398], [2.239, 0.432, -2.468], [2.143, -11.266, -0.249], [1.807, -9.779, -0.149], [2.462, -9.181, -1.237], [2.117, -11.614, -1.282], [1.723, -11.926, 0.510], [3.207, -11.329, -0.020], [2.130, -9.364, 0.805], [0.753, -9.540, -0.292], [1.968, -8.362, -1.316], [-0.038, 8.382, 2.801], [-0.845, 8.807, 1.617], [-1.421, 9.987, 2.074], [0.517, 7.448, 2.725], [-0.754, 8.103, 3.574], [0.733, 9.073, 3.141], [-1.606, 8.041, 1.468], [-0.186, 9.098, 0.800], [-1.904, 9.694, 2.849], [-0.110, -8.620, 8.437], [-0.937, -7.375, 7.972], [-1.767, -6.867, 8.968], [0.456, -8.476, 9.357], [0.613, -8.976, 7.703], [-0.680, -9.510, 8.705], [-1.639, -7.723, 7.214], [-0.336, -6.546, 7.596], [-2.479, -7.499, 9.091]]
}

=====

(2)
{
  "formula": "C14H24N2S",
  "method": "ωB97M-V/def2-TZVPD",
  "largest_force_ha_per_bohr": 0.019,
  "multiplicity": 1,
  "smiles": "CCCN(CCC)C(=S)N[C@H]1C[C@H]2C=C[C@@H]1C2",
  "total_energy_ha": -1055.54265,
  "elements": ["C", "C", "C", "N", "C", "C", "C", "C", "S", "N", "C", "C", "C", "C", "C", "C", "C", "H", "H", "H", "H", "H", "H", "H", "H", "H", "H", "H", "H", "H", "H", "H", "H", "H", "H", "H", "H", "H", "H", "H", "H"],
  "positions_angstrom": [[3.475, 1.561, 1.507], [3.103, 0.528, 2.562], [2.451, -0.713, 1.946], [1.225, -0.408, 1.235], [0.050, -0.195, 2.052], [-0.828, -1.447, 2.173], [-2.066, -1.174, 3.017], [1.184, -0.445, -0.120], [2.535, -0.764, -1.035], [-0.006, -0.225, -0.721], [-0.200, -0.107, -2.141], [-1.280, -1.071, -2.679], [-2.302, -0.115, -3.337], [-2.923, 0.659, -2.204], [-2.003, 1.494, -1.739], [-0.752, 1.289, -2.555], [-1.360, 0.946, -3.917], [2.585, 1.927, 1.000], [3.983, 2.407, 1.964], [4.130, 1.120, 0.761], [4.001, 0.203, 3.092], [2.432, 0.981, 3.297], [2.229, -1.446, 2.728], [3.142, -1.163, 1.230], [-0.539, 0.646, 1.664], [0.392, 0.094, 3.048], [-1.125, -1.791, 1.180], [-0.240, -2.246, 2.630], [-2.674, -2.071, 3.101], [-2.673, -0.390, 2.568], [-1.784, -0.856, 4.019], [-0.816, 0.001, -0.167], [0.770, -0.287, -2.608], [-0.862, -1.756, -3.414], [-1.729, -1.659, -1.879], [-2.993, -0.600, -4.021], [-3.916, 0.486, -1.829], [-2.077, 2.170, -0.905], [-0.012, 2.084, -2.514], [-0.637, 0.546, -4.626], [-1.891, 1.785, -4.363]]
}

=====

- What is the formula in the first record?
  C14H24F18MgN3O16S6